[1]
The following is a DFT calculation (ωB97M-V/def2-TZVPD) of CH4N2O in the gas phase at a distorted geometry.

```
8
Properties=species:S:1:pos:R:3:forces:R:3
C -0.51310 0.11782 -0.18982 -7.38 5.82 2.49
H 2.24741 0.33178 0.80764 -1.98 -1.52 -4.10
H 0.40186 -1.37787 -0.46797 1.33 -1.56 0.30
H -0.19306 1.21937 -0.17019 -0.90 -1.00 -0.46
H -2.49782 0.50619 0.12615 0.65 0.52 -0.74
N 0.56008 -0.56500 0.10421 1.97 -2.96 -0.50
N -1.84115 -0.25234 -0.02186 5.72 -0.50 -0.70
O 1.83579 0.02005 -0.18816 0.59 1.20 3.71
```
Positions in Å, forces in eV/Å.

* molar mass: 60.06 g/mol
* total charge: 0
* structure (SMILES): [H]/N=C/NO
* lowest unoccupied orbital energy: 0.5 eV
* frontier orbital gap: 9.831 eV

[2]
The following is a DFT calculation (ωB97M-V/def2-TZVPD) of 2 unconnected molecules or ions with the total composition CH4N2O at a distorted geometry.

```
8
Properties=species:S:1:pos:R:3:forces:R:3
C -0.34246 -0.33761 0.18778 1.62 -1.04 1.28
N 1.13537 1.55318 -1.01457 3.07 0.51 -1.15
N 0.19615 1.58311 -0.34781 -3.76 -1.47 2.05
O -0.78662 -1.02681 1.37793 1.57 1.80 -0.81
H -1.12898 -0.55427 -0.54557 0.92 0.43 -0.60
H -1.67787 -1.32191 1.26703 -0.88 0.00 -0.14
H 0.76820 -0.65623 0.09046 -1.77 0.40 -0.59
H 1.83621 0.76055 -1.01525 -0.78 -0.63 -0.04
```
Positions in Å, forces in eV/Å.

* molar mass: 60.06 g/mol
* total charge: 0
* lowest unoccupied orbital energy (spin up / spin down): 0.7 / 0.7 eV
* frontier orbital gap (spin up / spin down): 8.527 / 8.529 eV

[3]
The following is a DFT calculation (ωB97M-V/def2-TZVPD) of CH4N2O in the gas phase at a distorted geometry.

```
8
Properties=species:S:1:pos:R:3:forces:R:3
C 0.71312 0.12325 -0.91472 -2.09 -1.57 2.19
N -0.50073 0.25585 -0.19326 -4.81 -4.48 -0.90
N -0.93429 -0.31131 0.92471 -0.96 -0.35 1.60
O 0.86128 1.21954 -0.08846 6.57 5.19 -0.75
H 1.30383 -0.76565 -0.76786 0.87 -0.30 0.95
H 0.54520 0.09670 -1.96996 -0.14 1.34 -1.00
H -0.41968 -0.96249 1.59033 -0.48 0.85 -1.86
H -1.56873 0.34411 1.41922 1.04 -0.67 -0.23
```
Positions in Å, forces in eV/Å.

* molar mass: 60.06 g/mol
* multiplicity: 3
* ⟨S²⟩: 2.0112
* total charge: 0
* lowest unoccupied orbital energy (spin up / spin down): 1.0 / -1.8 eV
* frontier orbital gap (spin up / spin down): 7.004 / 7.623 eV

[4]
The following is a DFT calculation (ωB97M-V/def2-TZVPD) of a molecular structure, CH4N2O at a distorted geometry.

```
8
Properties=species:S:1:pos:R:3:forces:R:3
C -0.83065 -0.00896 0.50588 -0.31 0.01 -0.06
N 0.66714 -0.25921 -1.31108 -0.75 -0.45 -3.59
N 0.46954 -0.03150 -0.09068 3.01 2.38 8.81
O 1.77951 -0.14603 -1.79936 1.99 -0.05 -1.24
H -0.94429 0.88935 1.11535 -0.11 -0.02 -0.12
H -1.58139 -0.00702 -0.28514 -0.04 0.03 0.09
H -0.97924 -0.87699 1.14949 -0.15 -0.10 -0.02
H 1.41939 0.44036 0.71555 -3.64 -1.80 -3.87
```
Positions in Å, forces in eV/Å.

* molar mass: 60.06 g/mol
* multiplicity: 3
* ⟨S²⟩: 2.0077
* total charge: 0
* lowest unoccupied orbital energy (spin up / spin down): 0.8 / -1.3 eV
* frontier orbital gap (spin up / spin down): 6.980 / 8.476 eV

[5]
The following is a DFT calculation (ωB97M-V/def2-TZVPD) of a molecular structure, CH4N2O2 at a distorted geometry.

```
9
Properties=species:S:1:pos:R:3:forces:R:3
C -1.28528 0.19830 0.11670 -0.34 -1.11 -1.07
N 2.34828 0.30292 -0.45998 -0.41 -1.38 -0.40
N -0.07387 -0.40493 0.60705 2.02 -1.53 -0.24
O 1.72366 0.85466 0.33370 -0.29 1.83 0.83
O 0.54064 -1.18074 -0.21128 -1.97 -0.13 0.44
H -1.37128 0.27195 -1.01074 0.04 0.08 1.33
H -2.09873 -0.41882 0.56745 0.41 0.04 -0.66
H -1.36751 1.08092 0.69321 -0.15 1.49 -0.01
H 1.58409 -0.70426 -0.63610 0.69 0.71 -0.21
```
Positions in Å, forces in eV/Å.

* molar mass: 76.05 g/mol
* total charge: 0
* lowest unoccupied orbital energy (spin up / spin down): -0.3 / -0.3 eV
* frontier orbital gap (spin up / spin down): 8.522 / 8.522 eV

[6]
The following is a DFT calculation (ωB97M-V/def2-TZVPD) of CH4N2O2 in the gas phase at a distorted geometry.

```
9
Properties=species:S:1:pos:R:3:forces:R:3
C 0.05386 0.56667 0.24214 1.56 2.55 0.63
N -1.23330 0.10092 0.44643 -2.04 -2.72 -0.27
N 0.97548 -0.47792 -0.50838 -0.78 2.55 0.71
O 0.42065 -1.44733 -0.89147 -0.76 -2.26 -0.83
O 2.11329 -0.16878 -0.70192 1.23 0.21 0.00
H -0.06937 1.53787 -0.42961 0.94 -2.21 1.02
H 0.67693 0.86701 1.15723 -1.10 -0.55 -1.26
H -1.48220 -0.65887 1.19138 1.37 1.90 -1.83
H -1.45532 -0.31958 -0.50581 -0.43 0.53 1.83
```
Positions in Å, forces in eV/Å.

* molar mass: 76.05 g/mol
* total charge: 0
* structure (SMILES): NC[N+](=O)[O-]
* lowest unoccupied orbital energy: 0.6 eV
* frontier orbital gap: 10.754 eV

[7]
The following is a DFT calculation (ωB97M-V/def2-TZVPD) of CH4N2O2 in the gas phase at a distorted geometry.

```
9
Properties=species:S:1:pos:R:3:forces:R:3
C 0.72144 -0.42852 0.31349 -0.25 -0.64 0.49
N -0.74297 0.54562 -1.24451 0.18 -0.06 0.29
N 0.40960 0.13999 -1.20982 0.51 0.57 1.48
O -0.49962 -0.65224 0.89308 -0.07 0.06 0.27
O 1.59842 0.16376 1.29365 -0.55 0.13 -2.26
H 1.21709 -1.36973 0.05368 -0.10 0.22 0.08
H -1.01743 0.81884 -2.19607 0.36 -0.04 -0.09
H -1.12265 0.02053 0.55563 0.07 -0.23 -0.18
H 1.13724 0.89408 1.72326 -0.15 -0.02 -0.08
```
Positions in Å, forces in eV/Å.

* molar mass: 76.05 g/mol
* total charge: 0
* structure (SMILES): [H]/N=N/C(O)O
* lowest unoccupied orbital energy: 0.4 eV
* frontier orbital gap: 10.103 eV

[8]
The following is a DFT calculation (ωB97M-V/def2-TZVPD) of 2 unconnected molecules or ions with the total composition CH4N2O2 at a distorted geometry.

```
9
Properties=species:S:1:pos:R:3:forces:R:3
C -0.45830 -0.14274 0.67126 -1.51 2.67 1.91
N 0.59330 -0.08747 1.43200 2.49 -0.21 0.87
N -0.05651 -0.56743 -1.24006 1.27 -0.82 -4.40
O -1.58230 -0.03596 1.00909 -2.06 -0.82 0.43
O -0.15830 0.61066 -1.93226 -2.65 -1.01 -0.44
H 1.42951 0.31763 1.01116 -0.33 -0.47 0.71
H 0.41159 -0.00799 2.42902 0.42 0.20 0.26
H 0.94471 -0.59444 -1.19289 1.01 -0.64 0.40
H -1.12370 0.50774 -2.18732 1.37 1.11 0.25
```
Positions in Å, forces in eV/Å.

* molar mass: 76.05 g/mol
* multiplicity: 3
* ⟨S²⟩: 2.0065
* total charge: 0
* lowest unoccupied orbital energy (spin up / spin down): 0.9 / -1.3 eV
* frontier orbital gap (spin up / spin down): 6.356 / 9.128 eV

Total energy per entry: -6125.73999, -6125.24343, -6121.68193, -6123.22099, -8170.81438, -8173.65308, -8174.83717, -8170.73287 eV
Energy above the lowest of the compared OMol25 structures with the same formula, charge and spin per entry: 4.768, 5.264, 3.624, 2.085, 5.871, 3.032, 1.848, 2.086 eV